# 1
Below is a 4-piece molecular cluster, C42H57BF24N4O6S overall, with properties calculated with wB97M-V/def2-TZVPD.

Atoms and positions in Å:
C (2.55116, 3.61017, 5.29792)
C (3.08685, 3.45670, 3.85942)
B (3.01713, 1.96632, 3.37403)
O (3.76840, 1.05730, 4.06076)
C (2.12343, 1.48641, 2.14637)
C (2.65228, 0.78683, 1.06697)
O (3.98403, 0.47331, 0.97965)
C (4.90286, 1.56257, 0.88970)
C (4.59494, 2.62230, -0.16073)
C (4.63566, 1.95604, -1.56960)
C (5.69667, 3.69985, -0.10303)
C (5.45448, 4.94812, 0.76507)
C (4.02217, 5.47721, 0.70259)
C (5.90340, 4.77554, 2.21546)
C (1.80375, 0.29904, 0.02029)
C (2.32485, -0.57289, -1.08831)
C (1.89457, -2.04571, -0.87124)
C (1.65011, -2.78559, -2.18153)
C (2.81154, -2.67169, -3.15313)
N (2.48958, -3.14716, -4.50491)
C (2.03975, -2.10731, -5.34292)
C (2.18376, -2.23921, -6.82920)
O (1.55196, -1.10488, -4.89927)
C (0.45028, 0.60641, 0.06462)
C (-0.11848, 1.36022, 1.12269)
N (-1.44338, 1.65837, 1.09489)
C (-1.91428, 2.35363, 2.09517)
C (-3.37382, 2.69511, 2.01781)
C (-4.30510, 1.61133, 2.54520)
C (-4.33430, 1.44154, 4.06030)
C (-5.27764, 0.33721, 4.49962)
N (-6.66909, 0.79947, 4.39121)
C (-1.06851, 2.75273, 3.17725)
S (-1.69462, 3.68437, 4.56734)
N (0.20209, 2.47447, 3.21358)
C (0.72188, 1.77939, 2.16977)
H (1.69616, 2.96635, 5.47506)
H (3.31710, 3.34631, 6.02213)
H (2.27775, 4.64041, 5.49621)
H (4.11440, 3.81702, 3.87894)
H (2.52993, 4.12426, 3.20746)
H (3.50248, 0.14874, 3.89820)
H (5.05227, 2.03025, 1.86465)
H (5.85593, 1.11341, 0.62935)
H (3.59801, 3.03294, -0.05213)
H (5.25439, 2.51930, -2.25886)
H (5.03083, 0.94819, -1.51589)
H (3.64139, 1.92363, -2.00262)
H (5.96192, 4.03249, -1.09946)
H (6.59388, 3.22281, 0.29781)
H (6.09128, 5.73092, 0.35316)
H (3.34733, 4.74224, 1.13777)
H (3.94367, 6.34653, 1.34783)
H (3.70687, 5.72769, -0.30423)
H (6.98122, 4.86389, 2.30142)
H (5.54719, 3.85707, 2.66549)
H (5.49052, 5.58810, 2.81091)
H (1.96847, -0.22652, -2.05323)
H (3.40189, -0.56566, -1.04475)
H (1.04270, -2.11804, -0.20332)
H (2.71532, -2.55785, -0.36748)
H (1.51957, -3.84335, -1.95224)
H (0.73078, -2.42566, -2.64063)
H (3.63350, -3.27976, -2.77938)
H (3.19041, -1.66200, -3.24005)
H (1.77840, -3.86920, -4.47339)
H (3.21832, -2.11597, -7.13051)
H (1.79286, -3.17810, -7.21319)
H (1.60636, -1.43291, -7.26068)
H (-0.20466, 0.26703, -0.72449)
H (-3.57952, 2.79981, 0.95590)
H (-3.58577, 3.65965, 2.46590)
H (-4.10480, 0.66039, 2.05583)
H (-5.31951, 1.88243, 2.25453)
H (-3.32216, 1.23000, 4.39723)
H (-4.60000, 2.39500, 4.51534)
H (-5.12618, -0.50353, 3.82902)
H (-5.00952, 0.05120, 5.51710)
H (-6.74742, 1.66028, 4.91873)
H (-7.27484, 0.12241, 4.83528)
H (-1.46935, 4.90745, 4.07086)
C (0.94196, -0.45102, 5.02350)
C (-0.55024, -0.46142, 5.37377)
C (-0.99281, 0.33581, 6.60222)
F (-0.42548, -0.13955, 7.72788)
F (-2.33722, 0.21913, 6.72864)
F (-1.00905, -1.72875, 5.44291)
F (-1.15992, 0.14381, 4.31529)
O (1.74535, -1.54705, 5.42152)
C (2.33292, -1.60646, 6.65698)
C (1.79627, -2.77761, 7.48596)
F (0.45920, -2.69563, 7.61932)
F (2.35465, -2.72981, 8.71526)
F (2.23874, -0.44189, 7.31863)
F (3.64706, -1.85007, 6.45848)
H (0.96006, -0.50302, 3.93400)
H (1.39904, 0.50264, 5.29294)
H (-0.74100, 1.39436, 6.48142)
H (2.05253, -3.72370, 7.00519)
C (-6.03032, 0.60031, -3.63261)
C (-5.15775, 1.85730, -3.50556)
C (-4.07124, 1.86290, -2.42951)
F (-4.60694, 1.73080, -1.20113)
F (-3.41472, 3.04531, -2.47867)
F (-5.94095, 2.94883, -3.37894)
F (-4.49012, 1.96899, -4.69096)
O (-7.29708, 0.60532, -3.00590)
C (-7.45791, 0.24228, -1.69619)
C (-7.95843, 1.40660, -0.83479)
F (-7.12037, 2.45802, -0.91705)
F (-8.01327, 1.00039, 0.45078)
F (-6.34463, -0.31299, -1.18561)
F (-8.42555, -0.69986, -1.66168)
H (-6.26707, 0.54098, -4.69350)
H (-5.46726, -0.30238, -3.39353)
H (-3.34980, 1.05900, -2.60060)
H (-8.95286, 1.71347, -1.16502)
C (-1.38020, -5.33498, -6.57527)
C (-0.36259, -6.29430, -5.93565)
C (0.98919, -6.46336, -6.62544)
F (0.85857, -6.95476, -7.87271)
F (1.75116, -7.33396, -5.92583)
F (-0.93728, -7.49467, -5.73091)
F (-0.07680, -5.76257, -4.70772)
O (-2.39717, -5.88260, -7.38887)
C (-2.21813, -6.11471, -8.72653)
C (-2.30818, -7.60633, -9.06585)
F (-1.40888, -8.31371, -8.35694)
F (-2.04165, -7.76695, -10.38021)
F (-1.08036, -5.56469, -9.18720)
F (-3.24031, -5.51542, -9.37296)
H (-1.92576, -4.92038, -5.72920)
H (-0.88532, -4.49284, -7.06149)
H (1.52130, -5.50753, -6.67201)
H (-3.31105, -7.97847, -8.84802)

Atoms 1-2, force components in eV/Å:
C 0.3 -0.2 0.0
C -0.1 0.1 0.3

- HOMO energy (eV) = -8.9
- orbital gap (eV) = 8.405
- SMILES = CCB(O)c1c(OC[C@H](C)CC(C)C)c(CCCCNC(C)=O)cc2nc(CCCCN)c(S)nc12.FC(F)C(F)(F)COC(F)(F)C(F)F.FC(F)C(F)(F)COC(F)(F)C(F)F.FC(F)C(F)(F)COC(F)(F)C(F)F
- net charge = 0
- electronic energy (eV) = -139457.7439
- maximum force (eV Å⁻¹) = 1.500

# 2
Below is a 6-piece molecular cluster, C18H40BFN2O22S5 overall, with properties calculated with wB97M-V/def2-TZVPD.

Atoms and positions in Å:
C (8.98253, 3.09916, -2.36956)
C (8.13687, 1.69997, -2.71557)
F (8.81885, 1.12582, -3.91941)
C (8.17032, 0.74749, -1.39322)
C (9.79465, 0.61736, -0.99644)
C (7.76029, -0.81631, -1.82761)
N (8.88375, -1.55294, -2.52645)
O (7.52062, 1.22785, -0.19197)
C (6.36093, 2.08490, -0.38141)
B (5.00389, 1.32619, -0.97004)
O (4.49778, 0.18301, -0.14007)
N (4.26168, 1.67322, -2.23802)
C (4.50445, 0.70326, -3.36896)
C (4.39118, 3.11908, -2.64640)
H (8.68451, 3.92458, -3.17716)
H (8.73182, 3.51964, -1.30421)
H (10.15434, 2.94128, -2.51686)
H (7.07896, 2.04643, -3.07351)
H (9.90399, -0.34089, -0.31672)
H (10.44549, 0.53672, -1.99291)
H (10.17767, 1.53927, -0.37970)
H (6.72789, -0.86945, -2.39409)
H (7.58199, -1.39343, -0.79801)
H (8.47947, -2.27009, -3.19126)
H (9.51698, -2.04487, -1.82977)
H (6.58292, 3.12309, -0.92808)
H (6.03519, 2.42755, 0.71841)
H (3.59349, 0.40215, 0.23653)
H (5.62599, 0.52916, -3.65178)
H (4.07645, -0.35671, -3.03678)
H (3.97071, 1.07964, -4.36749)
H (5.34827, 3.38625, -3.26405)
H (3.45394, 3.35575, -3.34568)
H (4.26408, 3.85130, -1.71254)
C (0.71866, -1.72677, 2.37272)
C (-0.18858, -1.33390, 1.20984)
O (-0.31132, 0.08402, 1.29480)
S (1.07338, 0.70056, 1.89721)
O (1.88600, 1.15162, 0.78936)
O (0.74666, 1.53964, 3.02663)
O (1.70250, -0.69685, 2.45342)
H (0.16455, -1.74320, 3.31677)
H (1.19533, -2.69788, 2.21460)
H (-1.17021, -1.81011, 1.26808)
H (0.27638, -1.57556, 0.24820)
C (-0.66449, 0.59035, -5.60366)
C (0.77039, 0.24217, -5.99049)
O (1.38847, -0.19063, -4.78076)
S (0.26888, -0.91966, -3.84510)
O (0.37653, -2.34811, -4.04272)
O (0.29174, -0.30169, -2.53973)
O (-1.05041, -0.39361, -4.64550)
H (-0.71577, 1.57254, -5.12280)
H (-1.33996, 0.57120, -6.46310)
H (1.30634, 1.09508, -6.41366)
H (0.79598, -0.59176, -6.69988)
C (-5.66352, -1.99014, 2.86363)
C (-4.60753, -0.91523, 3.10685)
O (-3.52982, -1.58999, 3.75185)
S (-3.46447, -3.12598, 3.20696)
O (-2.46694, -3.19203, 2.16212)
O (-3.47225, -4.01529, 4.34514)
O (-4.93665, -3.16492, 2.50762)
H (-6.22756, -2.20249, 3.77759)
H (-6.35712, -1.71419, 2.06485)
H (-4.97992, -0.09906, 3.73052)
H (-4.23377, -0.50883, 2.16108)
C (-8.82962, 0.45403, -0.73960)
C (-9.78997, 0.92311, 0.35009)
O (-9.03716, 0.86876, 1.55967)
S (-7.47353, 1.19103, 1.22552)
O (-7.23103, 2.58879, 1.50586)
O (-6.66155, 0.12692, 1.76844)
O (-7.56026, 1.00441, -0.39175)
H (-8.73874, -0.63697, -0.74191)
H (-9.13386, 0.79507, -1.73278)
H (-10.67956, 0.29272, 0.42089)
H (-10.09303, 1.96283, 0.18740)
C (-9.37394, -1.65351, 7.00881)
C (-8.75386, -2.77132, 6.17471)
O (-9.06652, -2.44527, 4.82241)
S (-9.11583, -0.82240, 4.66648)
O (-7.84021, -0.37990, 4.14867)
O (-10.37809, -0.45926, 4.06546)
O (-9.17350, -0.45917, 6.25477)
H (-10.45170, -1.80326, 7.12950)
H (-8.90711, -1.56563, 7.99350)
H (-9.15088, -3.75517, 6.43585)
H (-7.66349, -2.78045, 6.27642)

Atoms 1-2, force components in eV/Å:
C 0.0 0.3 -1.2
C 0.8 2.5 0.2

- HOMO energy (eV) = -8.3
- orbital gap (eV) = 8.579
- SMILES = C[C@@H](F)[C@](C)(CN)OCB(O)N(C)C.O=S1(=O)OCCO1.O=S1(=O)OCCO1.O=S1(=O)OCCO1.O=S1(=O)OCCO1.O=S1(=O)OCCO1
- net charge = 0
- electronic energy (eV) = -124901.3720
- maximum force (eV Å⁻¹) = 3.678